The following is a DFT calculation (ωB97M-V/def2-TZVPD) of 2 unconnected molecules or ions with the total composition C28H54NO5.

Geometry as XYZ:
```
88
Properties=species:S:1:pos:R:3:lowdin_charge:R:1
C 0.793 0.799 2.565 -0.0766
C 2.316 0.628 2.418 -0.2587
C 3.088 1.852 1.924 -0.1970
C 2.842 2.350 0.471 -0.1804
C 1.735 1.683 -0.372 -0.2005
C 0.526 2.571 -0.766 -0.1733
C 0.074 3.621 0.273 -0.1909
C -1.364 3.386 0.765 -0.2119
C -2.443 4.189 0.030 -0.1925
C -3.794 3.475 -0.032 -0.1987
C -4.538 3.359 1.308 -0.1868
C -4.292 2.051 2.081 -0.1710
C -4.865 0.782 1.396 -0.0662
C -3.937 -0.239 0.662 -0.3287
C -4.113 -0.187 -0.872 -0.0571
C -2.882 -0.433 -1.745 -0.1584
O -3.127 0.031 -3.082 -0.0279
C -2.383 1.121 -3.460 -0.5291
C -1.413 0.827 -4.567 0.0277
O -2.537 2.188 -2.958 0.1439
C -2.501 -0.336 1.204 -0.0817
O -2.552 -1.349 2.210 0.0712
C -3.738 -1.996 2.127 -0.5789
O -4.094 -2.824 2.885 0.1869
O -4.411 -1.576 1.040 0.0809
H 0.478 0.651 3.599 0.0847
H 0.238 0.082 1.957 0.0486
H 0.474 1.800 2.268 0.0624
H 2.730 0.368 3.397 0.1093
H 2.538 -0.233 1.775 0.0572
H 2.912 2.666 2.633 0.1131
H 4.153 1.619 2.021 0.0996
H 2.660 3.425 0.497 0.0997
H 3.788 2.249 -0.067 0.0989
H 1.355 0.770 0.094 0.0687
H 2.189 1.351 -1.313 0.0987
H -0.322 1.896 -0.931 0.0836
H 0.716 3.037 -1.735 0.1106
H 0.746 3.640 1.133 0.0855
H 0.137 4.622 -0.164 0.1161
H -1.417 3.612 1.836 0.1155
H -1.593 2.322 0.651 0.0762
H -2.111 4.393 -0.992 0.1099
H -2.569 5.149 0.541 0.1167
H -4.424 3.985 -0.763 0.1170
H -3.622 2.477 -0.438 0.0782
H -4.254 4.198 1.951 0.1129
H -5.615 3.439 1.133 0.1106
H -4.782 2.144 3.053 0.1139
H -3.231 1.961 2.308 0.0828
H -5.601 1.116 0.660 0.1215
H -5.425 0.202 2.132 0.1300
H -4.854 -0.957 -1.096 0.1409
H -4.546 0.759 -1.186 0.1139
H -1.997 0.075 -1.350 0.1017
H -2.660 -1.500 -1.834 0.1353
H -0.664 1.614 -4.610 0.0880
H -1.955 0.788 -5.515 0.0996
H -0.948 -0.147 -4.414 0.0848
H -1.765 -0.642 0.458 0.1093
H -2.138 0.570 1.672 0.0936
C 2.940 -4.768 -2.868 -0.0873
C 4.223 -4.394 -2.125 -0.2106
C 4.086 -4.277 -0.609 -0.1093
N 3.828 -2.885 -0.063 -0.2718
C 5.078 -2.078 -0.120 0.0309
C 2.696 -2.181 -0.759 -0.0986
C 1.456 -2.840 -0.189 -0.1235
C 1.798 -3.011 1.302 -0.1105
C 3.335 -3.010 1.370 -0.0785
H 2.210 -3.959 -2.904 0.0631
H 3.170 -5.037 -3.897 0.0848
H 2.461 -5.630 -2.402 0.0864
H 4.662 -3.486 -2.547 0.1084
H 4.957 -5.180 -2.304 0.1227
H 5.004 -4.592 -0.114 0.1354
H 3.281 -4.915 -0.244 0.1363
H 5.410 -1.997 -1.151 0.1084
H 5.841 -2.568 0.480 0.1186
H 4.870 -1.088 0.279 0.1073
H 2.757 -1.134 -0.458 0.1181
H 2.816 -2.245 -1.836 0.1253
H 1.282 -3.805 -0.665 0.1084
H 0.568 -2.232 -0.351 0.1185
H 1.371 -3.921 1.717 0.1248
H 1.411 -2.178 1.885 0.1017
H 3.765 -3.914 1.794 0.1370
H 3.715 -2.150 1.917 0.1205
```

Values from the calculation:
- Multiplicity: 1
- Charge: +1
- Gap between HOMO and LUMO: 10.056 eV
- E_LUMO: -2.377 eV

---

The following is a DFT calculation (ωB97M-V/def2-TZVPD) of a molecular structure, C62H53BrN5OP2SScSe in a non-equilibrium geometry.

Geometry as XYZ:
```
127
Properties=species:S:1:pos:R:3:lowdin_charge:R:1
Sc 2.767 0.250 -0.271 0.5392
C 6.898 3.722 -1.595 -0.0298
C 6.139 3.106 -0.456 -0.2274
C 6.718 2.901 0.795 0.0115
C 5.956 2.378 1.828 -0.0777
C 4.652 2.037 1.546 -0.7364
Br 3.473 1.516 2.944 0.7775
N 4.092 2.121 0.339 -0.0520
C 4.834 2.684 -0.630 -0.0781
H 7.644 4.428 -1.235 0.0819
H 6.221 4.238 -2.275 0.0832
H 7.412 2.946 -2.166 0.0960
H 7.752 3.169 0.970 0.1273
H 6.355 2.240 2.822 0.1123
H 4.340 2.780 -1.589 0.1081
N 1.041 1.571 0.447 -0.0517
N 1.196 2.351 -0.755 -0.0749
C 0.415 1.890 -1.893 -0.6558
N 0.734 2.770 -2.950 0.1199
S 0.761 0.049 -2.194 1.0197
H 0.063 1.363 0.652 0.0380
H 1.359 2.156 1.218 0.0529
H 0.949 3.324 -0.597 0.1398
H 0.158 2.596 -3.764 0.0934
H 1.712 2.694 -3.220 0.0592
C -4.950 -3.695 2.985 0.0022
C -5.464 -2.266 2.708 -0.4318
C -6.986 -2.253 2.824 -0.0468
C -4.997 -1.859 1.326 -0.0966
C -5.799 -1.951 0.199 -0.0164
C -5.296 -1.678 -1.055 -0.0659
C -3.970 -1.324 -1.219 -0.0855
C -3.120 -1.202 -0.122 -0.2545
P -1.319 -0.795 -0.191 1.1423
C -0.602 -2.418 -0.660 -0.3688
C -1.318 -3.446 -1.267 -0.0835
C -0.667 -4.595 -1.692 -0.0676
C 0.700 -4.732 -1.512 -0.0672
C 1.424 -3.727 -0.890 -0.0781
C 0.770 -2.585 -0.459 -0.1547
C -1.097 0.083 -1.856 -0.6601
C -1.114 1.626 -1.694 -0.2754
C -1.979 2.363 -2.674 -0.0648
C -2.549 1.751 -3.712 -0.0720
C -2.381 0.322 -3.949 -0.0814
C -1.747 -0.457 -3.070 -0.1668
C -3.671 -1.450 1.161 -0.1804
O -2.861 -1.286 2.280 -0.0265
C -3.507 -0.912 3.458 -0.1812
C -2.826 -0.081 4.363 -0.2687
C -3.485 0.332 5.515 -0.0801
C -4.779 -0.078 5.764 -0.0672
C -5.434 -0.900 4.865 -0.0151
C -4.814 -1.331 3.701 -0.1000
P -1.115 0.440 3.942 1.1196
C -1.223 2.187 4.516 -0.3906
C -0.456 2.792 5.506 -0.0948
C -0.558 4.160 5.736 -0.0852
C -1.406 4.941 4.968 -0.0943
C -2.163 4.351 3.962 -0.0877
C -2.068 2.988 3.739 -0.1198
C -0.186 -0.480 5.227 -0.3707
C 0.630 -1.501 4.737 -0.1046
C 1.334 -2.324 5.604 -0.0722
C 1.243 -2.115 6.971 -0.0828
C 0.438 -1.098 7.469 -0.0809
C -0.284 -0.289 6.605 -0.1057
H -5.392 -4.396 2.275 0.0934
H -5.226 -3.998 3.997 0.0939
H -3.864 -3.746 2.895 0.0953
H -7.425 -2.946 2.108 0.0797
H -7.389 -1.255 2.644 0.1043
H -7.292 -2.584 3.816 0.0808
H -6.833 -2.254 0.293 0.1069
H -5.939 -1.768 -1.921 0.1079
H -3.598 -1.133 -2.212 0.0778
H -2.388 -3.352 -1.402 0.0976
H -1.234 -5.383 -2.173 0.1057
H 1.204 -5.631 -1.844 0.1085
H 2.487 -3.843 -0.728 0.0944
H 1.336 -1.810 0.065 0.0273
H -1.426 1.921 -0.682 0.1256
H -2.102 3.426 -2.508 0.1142
H -3.154 2.315 -4.410 0.1062
H -2.814 -0.104 -4.845 0.1097
H -1.613 -1.518 -3.252 0.1170
H -2.986 0.997 6.209 0.1024
H -5.285 0.243 6.666 0.1064
H -6.449 -1.204 5.082 0.1068
H 0.226 2.201 6.100 0.0910
H 0.033 4.614 6.522 0.1032
H -1.478 6.006 5.144 0.1009
H -2.819 4.955 3.347 0.1022
H -2.664 2.523 2.958 0.1024
H 0.703 -1.657 3.665 0.0928
H 1.955 -3.116 5.207 0.1072
H 1.794 -2.750 7.653 0.1034
H 0.368 -0.937 8.538 0.1033
H -0.925 0.484 7.008 0.0913
Se 4.181 -1.462 1.251 0.5721
C 3.474 -3.085 1.599 -0.8680
N 3.060 -4.130 1.864 0.0574
C 3.634 0.224 -2.204 -0.1809
C 3.445 0.096 -3.433 -0.2441
C 3.094 -0.019 -4.757 -0.2112
C 2.971 -1.363 -5.331 -0.1815
C 2.732 -2.477 -4.507 -0.0330
C 2.595 -3.747 -5.038 -0.0952
C 2.704 -3.958 -6.407 -0.1152
C 2.975 -2.877 -7.232 -0.1008
C 3.113 -1.602 -6.706 -0.0560
C 2.705 1.208 -5.434 -0.1902
C 3.156 2.456 -4.953 -0.0862
C 2.730 3.649 -5.511 -0.1155
C 1.836 3.650 -6.575 -0.1203
C 1.377 2.433 -7.064 -0.1006
C 1.795 1.236 -6.508 -0.0449
H 2.641 -2.324 -3.440 0.0895
H 2.397 -4.584 -4.378 0.0902
H 2.588 -4.951 -6.822 0.0916
H 3.093 -3.031 -8.299 0.0967
H 3.366 -0.782 -7.365 0.1078
H 3.871 2.462 -4.138 0.0960
H 3.099 4.589 -5.118 0.0979
H 1.507 4.581 -7.018 0.0904
H 0.671 2.415 -7.886 0.0974
H 1.386 0.307 -6.880 0.1037
```

Values from the calculation:
- Multiplicity: 1
- Gap between HOMO and LUMO: 4.716 eV
- E_LUMO: -0.489 eV

---

The following is a DFT calculation (ωB97M-V/def2-TZVPD) of a single C5H10O molecule.

Geometry as XYZ:
```
16
Properties=species:S:1:pos:R:3:lowdin_charge:R:1
C 2.784 -0.808 0.288 -0.0084
O 1.523 0.123 -0.455 -0.1764
C 0.436 0.337 0.473 -0.1868
C -0.831 0.681 -0.253 -0.2781
C -2.143 0.310 0.378 -0.1147
C -1.670 -0.427 -0.838 -0.1164
H 1.244 -0.586 -1.054 0.1210
H 3.588 -0.382 -0.348 -0.0319
H 2.864 -0.185 1.204 -0.0339
H 0.333 -0.574 1.075 0.1282
H 0.778 1.151 1.116 0.1368
H -0.804 1.616 -0.807 0.1419
H -2.970 1.007 0.273 0.1024
H -2.119 -0.215 1.330 0.1061
H -1.332 -1.452 -0.704 0.1083
H -2.174 -0.241 -1.782 0.1017
```

Values from the calculation:
- Multiplicity: 1
- Gap between HOMO and LUMO: 8.499 eV
- E_LUMO: 0.887 eV

---

The following is a DFT calculation (ωB97M-V/def2-TZVPD) of a molecular structure, C35H58N8O4SSbSi4Ti in a non-equilibrium geometry.

Geometry as XYZ:
```
112
Properties=species:S:1:pos:R:3:lowdin_charge:R:1
Ti 1.249 -0.208 0.486 0.9661
C -2.957 2.130 2.743 -0.3044
Sb -1.543 2.313 1.080 1.4718
C -0.008 0.870 1.928 -0.5254
C -0.634 0.004 2.949 -0.4670
C -1.225 -1.218 2.631 -0.1079
C -1.985 -1.902 3.528 -0.0744
C -1.973 -1.457 4.886 -0.0577
C -1.278 -0.281 5.144 -0.1434
N -0.603 0.408 4.217 0.0610
Si 1.176 2.123 2.794 0.4049
C 0.382 3.353 3.928 -0.1856
C 2.103 3.225 1.552 -0.1800
C 2.392 1.125 3.861 -0.1581
C -2.613 1.091 -0.751 -0.4743
C -1.898 -0.100 -1.395 -0.3142
C -2.356 -0.579 -2.636 -0.0986
C -1.893 -1.731 -3.181 -0.0355
C -0.900 -2.488 -2.497 -0.0257
C -0.422 -1.923 -1.315 -0.1674
N -0.835 -0.791 -0.781 0.0600
Si -2.926 2.434 -2.081 0.4300
C -2.975 4.109 -1.254 -0.2239
C -4.547 2.244 -3.097 -0.1872
C -1.625 2.393 -3.425 -0.1725
Si -4.294 0.473 -0.219 0.4118
C -5.515 1.764 0.351 -0.1504
C -5.173 -0.543 -1.563 -0.1742
C -4.184 -0.834 1.099 -0.1595
H -3.858 1.548 2.482 -0.0434
H -3.207 3.208 3.047 0.0340
H -2.396 1.598 3.518 -0.0185
H -1.272 -1.546 1.620 0.0751
H -2.471 -2.869 3.202 0.1299
H -2.369 -1.896 5.755 0.0753
H -1.074 0.118 6.162 0.1182
H 0.736 4.338 3.657 0.0250
H 0.743 3.071 4.926 0.0418
H -0.671 3.349 3.964 -0.0139
H 1.402 3.854 1.011 -0.0071
H 2.852 2.727 0.943 0.0181
H 2.556 3.929 2.224 0.0228
H 3.204 1.644 4.305 0.0201
H 2.753 0.312 3.258 -0.0047
H 1.901 0.687 4.740 0.0313
H -3.100 0.063 -3.017 0.0545
H -2.202 -2.095 -4.186 0.1239
H -0.472 -3.388 -2.840 0.0831
H 0.467 -2.306 -0.856 0.0814
H -3.581 4.132 -0.389 -0.0015
H -3.260 4.919 -1.943 0.0486
H -1.912 4.286 -0.935 -0.0257
H -4.537 3.125 -3.727 0.0271
H -5.468 2.233 -2.480 0.0334
H -4.591 1.433 -3.804 0.0140
H -0.767 1.794 -3.209 -0.0175
H -1.223 3.436 -3.609 0.0461
H -2.032 1.995 -4.424 0.0740
H -5.271 2.044 1.397 0.0279
H -6.421 1.205 0.481 0.0349
H -5.617 2.626 -0.226 0.0006
H -5.306 -0.172 -2.623 0.0369
H -6.206 -0.721 -1.340 0.0270
H -4.677 -1.475 -1.753 0.0211
H -3.866 -0.371 2.050 0.0167
H -3.434 -1.638 0.903 0.0539
H -5.193 -1.097 1.312 0.0296
N 6.945 -4.969 -0.540 0.1794
C 6.242 -4.888 -1.435 -0.1656
C 5.274 -4.625 -2.466 -0.2233
C 4.877 -5.567 -3.300 -0.0494
C 3.887 -5.276 -4.211 -0.0447
C 3.304 -4.008 -4.189 -0.1150
N 3.736 -3.060 -3.348 0.0809
C 4.686 -3.364 -2.507 -0.0758
H 5.356 -6.571 -3.249 0.1468
H 3.487 -6.025 -4.948 0.1271
H 2.505 -3.826 -4.879 0.1015
H 4.942 -2.610 -1.864 0.0869
C 0.985 -4.720 1.526 -0.1527
Si 1.962 -3.169 1.972 0.2773
C 3.723 -3.232 1.351 -0.1384
C 1.821 -2.942 3.787 -0.1546
O 1.262 -1.883 1.255 -0.4119
H -0.013 -4.613 1.932 0.0197
H 1.467 -5.599 2.009 0.0419
H 0.964 -4.891 0.462 0.0130
H 4.177 -4.202 1.429 0.0250
H 4.364 -2.431 1.773 0.0570
H 3.568 -2.969 0.323 -0.0135
H 2.220 -3.879 4.269 0.0537
H 0.726 -2.780 4.000 0.0345
H 2.305 -1.950 4.020 0.0419
C 2.070 5.292 -1.643 -0.1080
C 0.754 4.492 -1.650 -0.2349
C 1.088 3.025 -1.929 -0.5903
N 0.820 1.986 -1.194 0.0043
N 1.415 0.821 -1.606 -0.0576
C 2.083 0.976 -2.723 -0.7262
N 2.615 -0.028 -3.392 0.1210
S 2.072 2.564 -3.282 1.1564
H 1.964 6.097 -0.964 0.0589
H 2.365 5.730 -2.617 0.0825
H 2.828 4.560 -1.258 0.0854
H -0.021 4.925 -2.284 0.0977
H 0.389 4.559 -0.582 0.0904
H 2.665 -0.990 -2.974 0.0946
H 3.381 0.121 -4.043 0.1120
O 3.439 -0.952 -0.585 -0.0872
N 3.956 -0.017 0.080 -0.5158
O 5.110 0.268 -0.005 0.1198
O 3.136 0.512 0.908 -0.1573
```

Values from the calculation:
- Multiplicity: 2
- Gap between HOMO and LUMO (spin up / spin down): 7.252 / 7.387 eV
- E_LUMO (spin up / spin down): -0.009 / -0.010 eV

---

Number 1: DFT total energy -1530.00282 Ha. Number 2: DFT total energy -9560.43001 Ha. Number 3: DFT total energy -271.56706 Ha. Number 4: DFT total energy -4753.39421 Ha.